1:
# C3H3ClS2

The molecule C3H3ClS2 (ωB97M-V with the def2-TZVPD basis set, the OMol25 dataset).

Properties
Structure (SMILES)   S=C(S)/C=C\Cl
Frontier orbital gap   8.17 eV
Highest occupied orbital energy   -8.861 eV

Cartesian coordinates (Å):
S -2.34654 -0.58985 -1.00735
C -1.11329 0.21024 -0.28192
S -1.07569 1.95560 -0.31381
C -0.11421 -0.62836 0.41485
C 1.19236 -0.66290 0.09514
Cl 2.04259 0.38346 -1.04943
H -0.00331 2.04134 0.48179
H -0.49077 -1.41084 1.12084
H 1.90886 -1.29871 0.53988

These are the Löwdin partial charges, in e, on atoms 1 to 5: 0.652 -1.234 0.766 -0.296 -0.517

***

2:
# C3H3ClS2

The molecule C3H3ClS2 (ωB97M-V with the def2-TZVPD basis set, the OMol25 dataset).

Properties
Structure (SMILES)   ClC1=CSSC1
Frontier orbital gap   8.18 eV
Highest occupied orbital energy   -7.784 eV

Cartesian coordinates (Å):
Cl -2.34037 0.37851 0.01994
C -0.63499 0.29959 0.08808
C 0.25764 1.42096 0.10501
S 1.98216 0.93623 -0.00850
S 1.72203 -1.14246 -0.00001
C -0.07030 -1.12733 -0.06624
H 0.05914 2.50818 0.38508
H -0.56007 -1.78274 0.66588
H -0.41525 -1.49093 -1.18922

These are the Löwdin partial charges, in e, on atoms 1 to 5: 0.666 -0.857 -0.460 0.483 0.501

***

Energy above the most stable structure, in hartree: 1 0.0000; 2 0.0031